This record from the OMol25 dataset describes one molecule with the formula C5H7NO. The level of theory is wB97M-V/def2-TZVPD.

Atoms and positions in Å:
H: 1.5329 0.9990 -1.2810
C: -0.3190 -1.6110 1.0355
C: -0.7257 -0.2970 -1.3872
H: 0.6397 -2.0509 0.7203
O: 0.6651 0.3998 1.8558
C: 0.0373 -0.1647 0.9903
N: -1.0414 -0.9881 -2.2627
C: 0.7897 1.5364 -0.6837
H: -0.5604 -1.9313 2.0465
H: -1.2606 1.1559 -0.0286
H: 0.4025 2.3791 -1.2537
C: -0.3494 0.5988 -0.2921
H: -1.0770 -1.9067 0.3036
H: 1.2663 1.8806 0.2371

The total charge is 0. The value obtained for the calculated total energy is -8835.5595 eV. Its relative energy (zero: lowest compared OMol25 entry of this formula, charge and spin) is 62.1 kJ/mol. For the HOMO energy, the calculation gives -10.27 eV. The calculation puts the LUMO energy at 0.69 eV. Its HOMO-LUMO gap is 10.957 eV.

---

This record from the OMol25 dataset describes C48H44GaN7P2Si as an isolated structure. The level of theory is wB97M-V/def2-TZVPD.

Atoms and positions in Å:
C: 1.6434 3.3384 -2.6204
H: -6.1818 5.0976 4.5437
H: 7.3696 1.8880 -0.4683
H: 2.5381 -6.2918 -0.0125
H: 4.0855 -0.1847 -3.8115
P: -1.7139 -0.8316 -0.8235
C: -0.1572 2.9506 -0.6895
H: -0.8159 0.9744 -2.8256
C: 1.9968 -2.9609 0.2502
H: 2.3786 3.4942 -3.3993
C: -1.3175 0.1724 -3.3540
N: -6.6846 5.1383 2.5528
Ga: 0.8776 0.5092 0.6979
C: 3.1293 -2.6049 0.9799
C: -4.1687 -0.2150 0.1457
N: -0.8489 -1.1792 4.9908
H: 0.7520 -2.4788 5.0743
H: -4.0249 3.9356 4.2079
H: 0.9598 -2.7396 -5.2403
H: 0.9488 -4.5646 -0.7449
C: 6.1416 2.5664 2.5695
C: -5.1284 4.1699 1.0172
N: -0.6846 1.7267 1.2611
P: 0.9259 -1.6756 -0.4179
C: -1.8732 -0.8827 -2.6358
C: -2.5817 -1.8851 -4.7107
H: -5.6743 -3.7587 0.0834
H: -2.0793 -0.8073 -6.4974
N: 0.8480 2.0775 -0.7971
C: 1.7955 -4.2905 -0.1288
C: -5.8646 4.8146 3.5474
N: -0.6900 -2.2092 -0.4049
C: 6.2875 1.7554 -0.4105
H: -6.1034 0.4381 0.8047
H: 6.2243 -1.1720 1.0565
C: 1.7639 2.2727 -1.7353
H: -7.0072 5.0884 0.5249
H: -2.3205 0.2302 4.7284
H: 2.9845 -1.3937 -5.6643
C: 1.4802 -1.5447 -2.1230
Si: 5.7730 1.2536 1.3104
H: -2.0002 -2.7031 1.1953
C: -3.9330 -2.5703 -0.2766
H: 2.5937 1.5798 -1.7775
C: -5.2520 -2.7630 0.0989
C: -2.5793 2.0872 2.6368
H: -3.7497 0.7846 0.1525
H: 4.5133 -5.6717 1.3353
C: -0.2544 4.0122 -1.5763
H: 7.5830 -0.3420 1.8140
C: -5.4950 -0.4065 0.5077
C: -1.4198 -0.1956 4.3066
H: 3.1404 -0.3037 -1.5256
H: -3.0819 -2.6838 -5.2419
C: 0.8124 -1.2576 3.3008
C: -3.0117 3.1143 1.7982
H: -0.9593 1.0328 -5.2876
C: 3.8096 -4.9095 1.0293
C: -2.5182 -1.9097 -3.3281
H: -7.0654 -1.8399 0.7783
C: 2.5656 -1.4368 -4.6678
C: -1.3911 0.2056 -4.7398
H: -3.1760 1.8056 3.4919
C: -6.3187 4.8176 1.3162
C: 2.6420 -0.8060 -2.3529
C: 3.1809 -0.7495 -3.6287
C: 6.4932 -0.3991 1.7801
C: -2.0184 -0.8271 -5.4175
H: -4.8948 3.9186 -0.0099
C: 2.6958 -5.2608 0.2734
H: -2.5367 4.2199 0.0197
C: -1.4207 1.4036 2.3287
C: -3.3765 -1.2891 -0.2557
C: 2.7157 0.8730 1.1679
C: -1.1002 -3.0891 0.7225
C: -6.0352 -1.6827 0.4890
N: 0.2151 -0.2966 2.6068
H: -1.3036 -4.0985 0.3671
H: 6.0098 0.9932 -1.1421
H: -1.0550 4.7369 -1.5081
C: -4.2794 3.8252 2.0628
C: -1.0734 2.7117 0.4467
H: -3.3394 -3.4241 -0.5778
C: 4.0324 -3.5849 1.3712
H: 5.8233 2.7004 -0.6988
C: -0.8862 0.2671 3.1122
H: 5.7023 3.5235 2.2846
H: 3.3262 -1.5639 1.2172
H: 5.7517 2.2931 3.5511
C: -2.2329 3.4236 0.6831
H: 6.1484 -0.7119 2.7677
C: -4.6596 4.1529 3.3584
H: -2.9735 -2.7306 -2.7926
C: 0.2707 -1.6953 4.5036
C: 0.8795 -2.2531 -3.1586
H: -0.3243 -3.1521 1.4821
H: 7.2199 2.7076 2.6654
C: 3.9216 1.0215 1.2309
C: 1.4249 -2.1930 -4.4310
H: 4.9140 -3.3083 1.9340
H: -0.0086 -2.8416 -2.9723
N: 0.6333 4.1936 -2.5477
H: 1.7222 -1.6768 2.8953

The total charge is +2. The value obtained for the calculated total energy is -139741.4042 eV. For the HOMO energy, the calculation gives -13.57 eV. The calculation puts the LUMO energy at -6.54 eV. Its HOMO-LUMO gap is 7.028 eV.

---

This record from the OMol25 dataset describes C22H37ClCoP2 as an isolated structure. The level of theory is wB97M-V/def2-TZVPD.

Atoms and positions in Å:
H: 0.9604 -1.7574 -3.7846
H: 2.6267 -1.3976 -0.5504
C: -0.9110 1.7166 -2.6785
C: -0.1778 -0.1629 2.4170
H: -0.3294 2.4406 -4.5340
C: -1.2716 0.1477 3.3981
C: -1.4647 1.8822 -1.2794
H: -4.1517 0.7597 5.9748
C: 0.5891 3.7450 -2.9995
H: -3.5691 -1.5766 5.2544
C: -1.5753 1.4403 3.8664
C: 1.9280 -1.7496 -1.3279
H: 2.6411 -2.9026 2.7080
H: 2.6549 -0.4577 -3.3851
C: 1.7534 2.6850 -1.0235
H: -2.9117 -2.8552 0.6290
C: 2.5364 -2.5778 1.6511
P: 0.8517 -2.8356 0.9649
C: 1.9349 3.5099 -2.3187
H: 2.6786 3.0061 -2.9454
H: 0.6626 4.3932 -3.8775
H: 3.0203 0.8399 -2.2378
H: 3.1748 -3.2149 1.0159
C: -2.5217 -1.8326 0.4027
P: 0.7719 -0.3640 -1.7022
Cl: -1.7542 -2.4931 3.1668
C: -3.0449 -0.7201 4.8322
H: -0.9278 2.2761 3.5569
C: -2.6847 1.6773 4.6747
H: 2.5023 1.9511 -0.7625
H: 0.1834 -0.1803 -4.2039
H: -2.4747 -1.6607 -0.6942
H: 0.1945 -5.0055 0.1697
Co: -0.5698 -1.5800 1.0962
H: -3.0173 2.6868 4.8927
H: -0.8028 -1.4678 -3.3727
C: -3.3886 0.5838 5.2389
H: -2.3502 2.5410 -1.4081
H: -0.0001 4.2899 -2.2424
H: 1.8833 1.1180 -3.5841
H: 2.4128 -2.0430 -2.2656
H: 1.7362 -5.1272 1.0575
C: -0.6601 2.5267 -0.0931
C: -0.2149 2.5628 -3.4561
H: -3.1696 -1.0919 0.9143
C: 1.0149 -2.8393 -0.8739
H: -1.3010 0.7839 -3.1293
C: 0.7285 3.1013 -0.2298
H: -0.6795 1.7898 0.7333
H: -1.2715 3.3831 0.2615
H: 2.8864 -1.5326 1.6014
H: -1.8123 0.9292 -0.9094
C: 0.7216 -4.6855 1.0680
H: 0.1965 0.7124 1.8649
C: 0.2031 -1.0213 -3.4685
H: 1.4527 -3.8387 -1.0339
H: 2.3554 4.5100 -2.0176
C: 2.2154 0.3841 -2.8284
H: 0.0020 -2.8384 -1.3184
C: -2.0323 -0.9207 3.8988
H: 0.1191 -4.9205 1.9423
H: 0.8083 4.0057 0.3731
H: 0.6388 -0.7279 2.9110

Its spin multiplicity is 4. The total charge is 0. The expectation value of S² is 3.86. The value obtained for the calculated total energy is -92129.1239 eV. Its relative energy (zero: lowest compared OMol25 entry of this formula, charge and spin) is 175.1 kJ/mol. For the HOMO energy (spin up / spin down), the calculation gives -5.34 / -5.03 eV. The calculation puts the LUMO energy (spin up / spin down) at -2.29 / -2.19 eV. Its HOMO-LUMO gap (spin up / spin down) is 3.044 / 2.842 eV.